{"formula": "C11H29N2O3P", "method": "the ωB97M-V functional and the def2-TZVPD basis", "e_lumo_ev": 0.54, "homo_ev": -7.62, "multiplicity": 1, "e_tot_ev": -30282.380, "elements": ["C", "C", "C", "P", "C", "C", "O", "C", "C", "C", "C", "C", "O", "H", "H", "H", "H", "H", "H", "H", "H", "H", "H", "H", "H", "H", "H", "H", "H", "H", "H", "H", "H", "H", "H", "H", "H", "H", "N", "C", "N", "O", "H", "H", "H", "H"], "positions_angstrom": [[-1.1331, -0.2404, -1.0106], [0.0126, -0.0671, -2.1684], [1.5334, 0.1908, -1.6186], [1.6934, 0.4258, 0.2682], [1.7528, 2.3479, 0.0101], [1.5479, 2.9884, 1.5351], [0.1795, 3.5561, 1.6998], [-0.5265, 2.9150, 2.8209], [0.1568, 3.2389, 4.3030], [1.6831, -1.4743, 0.4576], [1.3222, -2.0248, 1.9599], [1.0506, -3.6664, 1.7889], [0.0882, -1.4810, 2.5468], [-1.2717, 0.7461, -0.3546], [-0.9864, -1.1852, -0.3111], [-2.1769, -0.4265, -1.5592], [-0.2851, 0.8222, -2.8808], [0.0510, -1.0836, -2.7923], [2.2461, -0.7019, -1.9475], [1.9959, 1.1644, -2.1278], [0.5131, 0.6231, 1.0679], [2.9925, 0.5668, 0.9344], [2.8332, 2.6514, -0.3346], [0.9289, 2.7336, -0.7275], [2.3092, 3.8880, 1.6133], [1.7739, 2.1238, 2.3059], [-1.6130, 3.3996, 2.8672], [-0.6977, 1.7588, 2.6832], [1.0041, 4.0457, 4.2597], [-0.6364, 3.5218, 5.1233], [0.6732, 2.2244, 4.6614], [1.0386, -1.9840, -0.4084], [2.8007, -1.8330, 0.2381], [2.2357, -1.9535, 2.7240], [0.5151, -4.0664, 2.7546], [0.3125, -3.7473, 0.8542], [2.0236, -4.2635, 1.5238], [-0.6627, -1.4327, 1.8839], [-3.4418, -2.9015, -4.6185], [-2.9011, -1.7221, -4.2633], [-3.7910, -0.7270, -4.0970], [-1.7005, -1.5672, -4.1050], [-4.4279, -3.0486, -4.7536], [-2.8066, -3.6772, -4.7540], [-3.4257, 0.1776, -3.8296], [-4.7834, -0.8352, -4.2229]], "forces_ev_per_a": [[-1.10, 0.21, -0.40], [0.12, -0.86, 0.00], [1.14, 0.26, -1.64], [-0.06, 0.62, -1.66], [0.11, 1.47, 1.42], [0.61, 0.46, -1.53], [0.79, -2.20, 1.51], [-1.28, 0.98, 1.14], [0.56, -1.41, 0.08], [1.02, -1.77, 0.67], [0.04, -2.64, -1.10], [-0.49, 0.77, -0.54], [0.48, 0.12, -1.14], [0.42, -2.19, -1.36], [-0.09, 2.07, -1.48], [2.27, 0.41, 1.15], [0.50, -1.93, 1.43], [-0.32, 2.56, 1.32], [-1.60, 1.79, 0.69], [-1.09, -2.13, 1.03], [0.54, -0.34, -0.14], [-0.74, -0.39, -0.13], [-2.06, -0.46, 0.34], [1.55, -0.53, 1.45], [-1.52, -1.91, 0.32], [-0.45, 1.92, -1.19], [2.37, -0.95, -0.45], [0.67, 2.15, 0.15], [-1.82, -1.42, -0.11], [1.51, -0.48, -1.81], [-1.03, 2.27, -0.58], [1.11, 0.97, 2.18], [-2.24, 0.69, 0.44], [-2.29, 0.51, -1.57], [1.19, 0.67, -1.92], [1.49, -0.08, 2.10], [-1.84, 1.16, 0.64], [1.69, -0.29, 0.84], [-0.16, -1.44, -0.37], [0.71, 0.04, 0.04], [-0.59, 1.34, 0.31], [-0.09, -0.06, -0.11], [0.20, 0.03, 0.03], [-0.28, 0.30, 0.04], [-0.17, -0.32, -0.12], [0.20, 0.02, 0.03]]}

{"formula": "C15H32CaNO3P2", "method": "the ωB97M-V functional and the def2-TZVPD basis", "e_lumo_ev": -3.74, "charge": 1, "homo_ev": -10.92, "multiplicity": 1, "e_tot_ev": -60717.863, "elements": ["Ca", "P", "C", "C", "N", "C", "C", "C", "C", "C", "P", "H", "H", "H", "H", "H", "H", "H", "H", "O", "H", "H", "O", "H", "C", "H", "H", "H", "C", "H", "H", "H", "C", "H", "H", "H", "C", "H", "H", "H", "C", "C", "C", "C", "O", "H", "H", "H", "H", "H", "H", "H", "H", "H"], "positions_angstrom": [[0.2588, 0.9798, 0.0312], [2.5066, -0.8656, 0.2402], [2.2939, -0.6172, -1.5611], [1.0671, -1.2168, -2.1690], [-0.1090, -0.7128, -1.7137], [-1.2605, -1.1716, -2.2418], [-1.2818, -2.1399, -3.2477], [-0.0809, -2.6500, -3.7335], [1.1079, -2.1848, -3.1771], [-2.5827, -0.6297, -1.7267], [-2.4738, 1.0081, -0.8860], [2.0759, -2.5572, -3.5168], [-2.2457, -2.4609, -3.6410], [-0.0767, -3.3963, -4.5318], [-3.2984, -0.5578, -2.5627], [-3.0120, -1.3410, -0.9976], [2.1507, 0.6558, -1.6880], [3.1975, -0.9762, -2.0624], [0.7474, 2.8609, -1.3776], [1.6745, 1.9386, -1.7017], [2.2953, 2.4427, -2.2573], [-0.3913, 2.8454, -0.1628], [-0.1721, 3.2853, -1.0786], [-0.1952, 4.2413, -0.9199], [-2.7815, 2.0678, -2.3410], [-3.7539, 1.8101, -2.7829], [-2.8139, 3.1282, -2.0523], [-2.0058, 1.9206, -3.1057], [-4.1302, 1.0321, -0.1202], [-4.1773, 1.8859, 0.5693], [-4.9330, 1.1309, -0.8649], [-4.2888, 0.1124, 0.4601], [2.3735, -2.6824, 0.4628], [3.3139, -3.1818, 0.1887], [2.1602, -2.8928, 1.5224], [1.5525, -3.0913, -0.1389], [4.3179, -0.6536, 0.4132], [4.5340, -0.3731, 1.4541], [4.8543, -1.5848, 0.1814], [4.6700, 0.1521, -0.2434], [0.8587, -0.7574, 3.6317], [-0.0663, 0.4316, 3.3687], [-1.4840, 0.0287, 3.7685], [0.3874, 1.6091, 4.2279], [-0.0331, 0.8112, 2.0206], [0.8325, -1.0271, 4.6967], [1.8954, -0.5217, 3.3648], [0.5491, -1.6353, 3.0522], [-1.5292, -0.2069, 4.8398], [-2.1921, 0.8386, 3.5653], [-1.8115, -0.8569, 3.2127], [1.4134, 1.8982, 3.9770], [-0.2595, 2.4765, 4.0609], [0.3518, 1.3509, 5.2934]], "forces_ev_per_a": [[1.36, -2.67, 0.80], [-0.14, -0.39, -0.02], [0.24, 1.19, -0.86], [0.03, 0.19, 0.15], [-0.30, -0.51, -0.38], [0.05, -0.24, -0.24], [-0.04, 0.21, 0.05], [0.04, 0.15, 0.23], [0.00, -0.05, -0.02], [0.22, -0.38, 0.11], [-0.80, -0.25, -0.57], [-0.32, 0.13, 0.10], [0.30, 0.02, 0.04], [0.03, 0.25, 0.30], [0.18, -0.04, 0.33], [0.21, 0.21, -0.24], [0.76, -3.59, 0.09], [-0.14, 0.04, -0.19], [3.09, -1.83, -1.63], [-1.01, 3.36, 0.16], [-0.18, -0.43, 0.34], [-0.61, 2.56, -2.04], [-2.82, 0.40, 3.29], [0.11, 0.30, -0.05], [-0.10, 0.38, -0.33], [0.25, 0.06, 0.07], [0.04, -0.27, -0.15], [-0.12, 0.11, 0.24], [-0.12, 0.22, 0.53], [-0.16, -0.25, -0.13], [0.31, -0.08, 0.15], [0.08, 0.32, -0.09], [-0.06, -0.21, 0.33], [-0.33, 0.09, -0.01], [0.09, -0.02, -0.35], [0.13, 0.10, 0.15], [0.16, 0.28, 0.29], [0.07, -0.09, -0.32], [-0.17, 0.32, -0.05], [-0.06, -0.16, 0.19], [0.19, -0.18, 0.05], [-0.03, 0.18, 0.00], [-0.24, -0.04, 0.13], [0.05, 0.14, 0.23], [-0.22, 0.24, -0.16], [0.03, 0.03, -0.25], [-0.13, 0.04, 0.02], [-0.02, 0.14, 0.03], [-0.05, 0.03, -0.21], [0.10, -0.02, 0.02], [0.08, 0.08, 0.01], [-0.09, -0.08, 0.00], [0.01, -0.10, 0.01], [0.03, 0.10, -0.16]]}